1.
20
Properties=species:S:1:pos:R:3:forces:R:3 method="wB97M-V/def2-TZVPD" gap_ev="7.2 / 7.2" lumo_energy_ev="-0.88 / -0.88"
C -2.0586 0.8681 -1.5530 -0.047 -0.182 0.080
C -0.5846 -0.5060 0.0158 -1.383 0.011 -0.178
C -0.9091 1.0196 -0.5928 0.520 -0.189 0.036
C -0.2573 2.0512 -0.2179 0.794 -0.250 0.409
O -0.9669 -0.4595 1.3620 0.272 -0.107 -0.264
O -0.9029 -1.4834 -0.6533 0.400 0.359 0.396
H -1.3426 -1.3306 1.5575 0.029 0.007 -0.074
H -2.9094 0.4240 -1.0316 -0.007 0.025 -0.035
H -1.7774 0.1764 -2.3473 0.001 0.038 0.019
H -2.3412 1.8307 -1.9750 0.026 -0.033 0.046
H 1.0874 1.6116 0.3652 -0.564 0.002 -0.298
H -0.3214 3.1227 -0.2759 -0.178 0.042 -0.111
C 1.6981 -1.7299 0.7940 -0.393 0.021 0.018
C 1.3828 -0.4178 0.1187 1.084 0.749 0.291
N 1.7167 0.7253 0.7544 -0.447 -0.462 -0.324
H 1.5610 0.6599 1.7602 0.055 -0.151 0.033
H 1.5868 -0.3898 -0.9495 -0.173 0.027 -0.039
H 1.3775 -1.7216 1.8366 0.047 0.014 -0.002
H 1.1866 -2.5389 0.2748 0.010 -0.003 0.005
H 2.7743 -1.9120 0.7571 -0.046 0.081 -0.008

---

2.
20
Properties=species:S:1:pos:R:3:forces:R:3 method="wB97M-V/def2-TZVPD" smiles="C=C1[C@@H](C)[C@@]1(C)N(O)O" gap_ev=10.0 lumo_energy_ev=0.90
C -0.0786 1.5326 -1.9071 0.012 0.349 -0.193
C 0.1851 0.5967 -1.0322 0.963 -0.761 1.085
C 1.0999 0.0316 0.0519 -0.303 0.679 -1.308
C 1.4174 0.8733 1.2599 -0.157 -0.054 -0.027
C -0.2549 -0.5775 -0.2914 -0.820 -0.147 0.946
C -0.2848 -1.9375 -0.9556 -0.019 0.167 -0.003
N -1.4061 -0.4847 0.6663 0.229 -0.324 -0.011
O -0.8853 -0.7210 1.9802 0.282 0.156 -0.303
O -2.0473 0.7462 0.6679 -0.017 0.248 -0.060
H 0.6507 2.2890 -2.1679 0.049 0.030 0.067
H -1.0371 1.5924 -2.3988 -0.154 -0.078 -0.093
H 1.9493 -0.5558 -0.2853 -0.096 -0.095 -0.120
H 0.5688 1.4761 1.5679 -0.058 0.069 0.122
H 1.7018 0.2394 2.0906 -0.010 -0.068 0.234
H 2.2477 1.5413 1.0424 0.057 0.081 -0.087
H -0.0892 -2.7151 -0.2165 0.000 -0.012 -0.002
H 0.4654 -1.9963 -1.7448 -0.005 -0.020 0.035
H -1.2737 -2.1074 -1.3866 0.112 0.013 -0.014
H -1.5259 -1.3029 2.4083 -0.137 0.120 -0.303
H -1.4031 1.4798 0.6508 0.072 -0.353 0.034

---

3.
20
Properties=species:S:1:pos:R:3:forces:R:3 method="wB97M-V/def2-TZVPD" gap_ev=8.3 lumo_energy_ev=0.32
C 0.2485 1.5277 -0.2786 -0.867 0.980 -1.079
C 1.9192 -0.9624 0.0197 0.107 0.574 -0.328
C -1.7814 -0.5225 1.1527 -0.056 -0.099 -0.096
C 0.7942 -0.1964 0.6781 -1.890 -2.390 0.257
C -0.5589 0.5050 -0.8517 1.285 0.106 -0.290
N -0.5449 0.2877 -2.1867 0.242 0.156 0.385
C -0.7260 -0.6313 0.0671 0.946 0.557 1.187
O -0.1106 2.2705 0.8127 0.236 -0.616 0.362
O 0.8397 0.1133 1.8845 0.000 0.548 -0.560
H 0.1006 1.6984 1.5942 0.119 0.168 0.055
H 0.8185 2.1236 -0.9930 0.040 0.002 -0.050
H -0.5771 -0.6548 -2.5473 -0.063 0.135 0.059
H -0.1306 0.9919 -2.7807 -0.100 -0.105 0.005
H -0.7663 -1.5833 -0.4660 0.086 -0.014 0.104
H 1.9200 -1.9908 0.3906 -0.134 0.132 0.064
H 1.8110 -0.9886 -1.0671 0.078 0.007 0.026
H 2.8690 -0.5031 0.2873 0.061 -0.016 -0.071
H -1.8210 0.4738 1.5872 0.074 -0.004 -0.078
H -2.7661 -0.7435 0.7373 -0.025 -0.101 0.131
H -1.5375 -1.2151 1.9599 -0.142 -0.021 -0.083

---

4.
21
Properties=species:S:1:pos:R:3:forces:R:3 method="wB97M-V/def2-TZVPD" smiles="CCC1=CCN(C)S1(=O)=O" gap_ev=10.2 lumo_energy_ev=0.78
C -0.3224 2.1971 1.9174 1.566 3.204 -1.976
C -1.2814 1.1746 1.3576 0.045 3.676 -3.375
C -0.6459 0.4396 0.2733 1.877 -3.515 0.615
C -0.5187 0.4684 -1.0315 -1.066 1.044 -0.994
C 0.2883 -0.5129 -1.7535 -1.404 -4.253 3.361
N 0.9494 -1.3753 -0.7085 0.120 1.913 -0.118
C 1.3041 -2.6798 -1.2003 2.655 -0.624 3.699
S 0.2642 -1.1373 0.8697 -0.186 1.978 -2.429
O -0.6727 -2.1499 1.2658 -0.089 -0.332 -0.373
O 1.2753 -0.8029 1.8256 0.366 -0.022 0.064
H 0.3750 1.5650 2.3972 1.298 0.097 1.036
H -0.6758 3.0750 2.5623 0.010 -1.751 -0.675
H 0.2868 2.7715 1.0193 -1.511 -1.550 2.118
H -2.0718 1.6666 0.8026 -0.867 0.239 0.566
H -1.6032 0.6092 2.1225 -1.519 -2.327 2.375
H -0.9536 1.1253 -1.7820 -0.419 0.680 0.805
H -0.3391 -1.3093 -2.2698 0.371 1.592 -0.276
H 0.9638 -0.0253 -2.3472 1.877 0.856 -1.756
H 2.3605 -2.8259 -1.6969 -1.915 0.630 1.223
H 1.1843 -3.2720 -0.2183 0.683 -0.162 -1.912
H 0.5728 -2.9547 -1.8542 -1.893 -1.370 -1.976

---

5.
21
Properties=species:S:1:pos:R:3:forces:R:3 method="wB97M-V/def2-TZVPD" gap_ev=8.2 lumo_energy_ev=-0.10
C -0.1469 0.6081 0.1114 -2.331 -1.558 -0.280
C 2.0463 -0.4836 -0.2220 -0.415 -0.293 0.142
C 0.2873 0.9821 1.5083 0.010 -0.443 0.027
C -1.0926 1.5980 -0.5231 -0.084 0.210 0.035
N 0.7908 0.0436 -0.7425 -0.004 -0.314 -1.830
C -1.4030 -1.0012 0.1953 -0.632 1.997 3.369
C 0.0571 -0.8494 -1.6861 2.436 1.733 -1.518
O -0.7610 -2.0837 0.7499 0.183 -0.096 -0.557
O -2.5835 -0.8508 0.4080 0.667 -0.214 -0.985
O -0.6335 -0.4825 -2.6108 0.495 -0.576 1.799
H -1.4503 -2.6376 1.1654 0.106 0.155 -0.168
H 0.5196 -1.8427 -1.6147 -0.632 -0.419 0.143
H 2.6028 -0.9554 -1.0332 -0.022 0.165 0.011
H 2.6420 0.3299 0.1933 -0.006 -0.065 -0.148
H 1.8892 -1.2337 0.5597 0.042 -0.079 0.043
H 1.0532 1.7652 1.4678 -0.094 -0.038 -0.165
H -0.5570 1.3745 2.0767 0.050 -0.119 -0.107
H 0.7160 0.1290 2.0365 -0.062 0.084 0.019
H -1.9035 1.8473 0.1629 0.114 -0.050 0.031
H -0.5340 2.5128 -0.7563 -0.008 -0.079 0.031
H -1.5389 1.2300 -1.4463 0.187 -0.001 0.110

---

6.
21
Properties=species:S:1:pos:R:3:forces:R:3 method="wB97M-V/def2-TZVPD" smiles="C[C@H](N)C=O.CC(=O)C=O" gap_ev=8.9 lumo_energy_ev=-0.42
C 1.4145 -0.2234 -1.7294 -0.110 0.233 0.267
C 1.3831 -0.9044 -0.3768 -1.194 0.176 0.530
N 1.9920 -2.2152 -0.4395 0.250 -0.229 -0.054
C -0.0862 -1.1619 0.1282 1.509 -0.691 -0.113
O -0.4328 -1.1230 1.2833 -0.033 0.303 -0.355
H 2.4366 0.0417 -1.9851 0.078 -0.076 -0.102
H 0.8036 0.6813 -1.7082 0.129 -0.073 -0.090
H 1.0126 -0.8811 -2.4972 -0.020 -0.097 -0.126
H 1.9094 -0.3218 0.3849 -0.096 0.006 -0.052
H 2.0156 -2.6679 0.4664 -0.047 -0.029 -0.070
H 1.5177 -2.8146 -1.1056 0.051 -0.047 0.028
H -0.7069 -1.6546 -0.6496 -0.276 0.218 -0.035
C -2.5819 1.1476 0.9720 -0.083 -0.247 -0.097
C -1.2873 1.4686 0.3011 -0.836 0.628 -0.167
O -1.1254 1.5628 -0.8989 0.140 -0.167 0.681
C -0.1482 1.8481 1.2435 0.816 -0.127 -0.095
O -0.2592 1.9930 2.4274 -0.251 0.047 -0.234
H -2.4125 0.4005 1.7456 -0.023 -0.032 0.011
H -3.3176 0.8011 0.2490 0.053 0.036 0.010
H -2.9453 2.0430 1.4764 -0.003 0.083 0.003
H 0.8181 1.9801 0.7124 -0.053 0.084 0.059

---

7.
23
Properties=species:S:1:pos:R:3:forces:R:3 method="wB97M-V/def2-TZVPD" smiles="CS(=O)(=O)[C@@]1(C(=O)O)CCCN1" gap_ev=8.7 lumo_energy_ev=-0.04
C 1.3885 -2.3604 1.4943 0.432 -0.554 -1.212
S 0.4879 -1.5100 0.0826 0.691 -1.480 -1.693
O 1.3935 -1.6201 -1.1077 0.145 0.526 1.506
O -0.7414 -2.2273 -0.1705 -0.998 0.110 0.661
C 0.0988 0.7050 0.0614 -0.253 -1.522 1.904
C 1.4364 0.9686 0.7477 -0.192 1.054 -2.116
O 1.3958 1.6345 1.7427 1.054 -0.370 0.476
O 2.5659 0.6180 0.0705 -0.219 2.434 3.203
C -0.2328 0.8231 -1.4184 -1.289 -1.621 0.896
C -1.7821 1.0308 -1.4476 0.430 -2.142 -0.426
C -2.2205 1.0907 0.0805 0.674 0.005 -0.973
N -0.9643 1.0616 0.8701 0.740 0.214 -1.649
H 0.9383 -3.2020 2.0122 -1.269 0.543 0.061
H 2.1984 -2.9279 1.0076 0.198 1.000 -0.099
H 1.7166 -1.5918 2.1631 0.467 0.249 0.440
H 2.4231 -0.0415 -0.5661 -0.799 -2.082 -1.952
H 0.0165 -0.0271 -2.0577 0.310 -0.059 0.560
H 0.3731 1.6030 -1.7448 0.687 1.821 -0.887
H -1.9756 1.9463 -1.9452 -0.459 0.941 -0.315
H -2.2434 0.1788 -2.1546 0.725 1.788 2.160
H -2.7307 2.0487 0.2088 -0.281 -0.462 0.459
H -2.7760 0.1946 0.3389 -0.531 0.314 0.042
H -0.7662 1.6047 1.7323 -0.264 -0.705 -1.045

---

8.
19
Properties=species:S:1:pos:R:3:forces:R:3 method="wB97M-V/def2-TZVPD" gap_ev="7.7 / 7.7" lumo_energy_ev="-0.05 / -0.05"
C 2.4594 -1.0068 -2.1183 0.965 0.044 -0.336
C 0.8298 -3.0590 0.3159 1.246 0.536 0.369
C 2.2424 -0.2413 -1.0197 -0.300 -3.492 -0.191
C -2.0615 0.6739 -0.0543 -1.968 1.266 -0.116
C 3.0049 0.3271 2.2828 0.175 2.637 -1.073
C 1.6335 -0.7923 0.2140 -1.890 1.228 -0.318
N 0.8933 -1.8488 0.2536 2.459 -0.402 0.091
S 1.3149 0.3752 1.5071 1.081 -0.001 0.676
H 2.9840 -0.7032 -3.0866 -0.888 -0.047 1.693
H 2.2702 -2.1107 -2.0580 -0.203 1.213 -0.056
H 0.0380 -3.5621 -0.0916 -2.427 -1.388 -0.747
H 3.0700 -0.2568 3.1545 -0.058 -1.128 0.812
H 2.4791 0.7267 -0.7323 0.775 2.058 -0.898
H -1.0710 1.0021 -0.1691 1.344 0.520 -0.213
H -2.2685 -0.1105 -0.7608 -0.044 -0.761 0.265
H -2.2578 0.5079 1.0027 -0.024 -0.645 -0.154
H 3.7834 0.1038 1.5362 -0.485 -0.318 0.262
H -2.7629 1.4937 -0.3520 0.706 -0.390 0.202
H 3.2553 1.3811 2.5989 -0.464 -0.930 -0.266

---

9.
19
Properties=species:S:1:pos:R:3:forces:R:3 method="wB97M-V/def2-TZVPD" gap_ev=9.7 lumo_energy_ev=0.42
C 2.1007 1.2711 0.2949 -1.069 -1.251 -0.033
C -1.9828 0.9131 -1.0810 1.907 2.305 1.162
C -0.1360 0.0613 1.5984 -0.879 -0.311 -1.983
C 1.0704 -2.5389 -0.1719 0.765 1.789 0.121
C -0.4826 1.3873 -0.7456 -1.322 -2.399 0.819
C 0.2790 0.3668 0.1583 1.882 1.088 -0.754
N 3.2401 1.5263 0.2728 -1.604 -0.202 0.066
S 0.5011 -0.9809 -0.9642 0.283 -0.529 -0.360
H -2.0669 -0.1232 -1.1546 -0.255 -1.551 -0.607
H -2.5560 1.2603 -0.2354 -0.506 -0.118 0.283
H -2.3207 1.5005 -1.9213 -0.141 -0.290 -0.468
H 0.4849 -0.7866 1.8386 -0.530 -0.462 0.763
H 0.0489 0.8334 2.2756 0.756 1.449 0.832
H -1.2550 -0.0443 1.6563 1.084 -0.707 -0.279
H 1.3418 -2.2838 0.8493 -0.399 -0.495 0.236
H 2.0045 -2.8603 -0.6264 -0.166 -0.012 -0.322
H 0.2688 -3.2237 -0.3209 -0.328 -0.705 0.384
H 0.0982 1.5370 -1.6413 0.138 0.522 -0.030
H -0.6382 2.1847 -0.0818 0.384 1.879 0.169

---

10.
18
Properties=species:S:1:pos:R:3:forces:R:3 method="wB97M-V/def2-TZVPD" smiles="C/C=C/CCC[O-]" total_charge=-1 gap_ev=6.2 lumo_energy_ev=3.91
C -2.0514 -1.3799 1.2329 3.458 0.311 1.767
C -0.6659 -0.9012 0.5426 -3.166 0.864 -2.160
C -0.6577 -0.7148 -0.8603 0.285 -0.160 5.231
C 0.5476 -0.0514 -1.4800 0.523 -0.475 1.716
C 1.6523 0.4211 -0.4521 -0.841 -0.713 1.824
C 1.1944 1.7422 0.3434 -2.337 -0.024 -0.422
O 1.7673 1.9415 1.5361 -0.128 0.112 -1.660
H -2.6034 -0.5469 1.7546 0.692 -0.685 -0.668
H -1.7728 -2.1821 2.0858 -1.057 1.402 -2.258
H -2.5189 -1.6740 0.3353 -1.522 -1.187 -0.296
H -0.0020 -0.3871 1.2307 0.528 -0.414 -0.428
H -1.6078 -0.9298 -1.3941 0.956 -0.072 -0.004
H 0.1741 0.7949 -1.9872 -0.235 1.224 -0.968
H 0.8915 -0.7746 -2.1813 0.805 -0.339 -1.010
H 2.6273 0.7534 -0.8656 -0.590 -0.695 -0.245
H 1.8497 -0.3900 0.3648 -0.171 1.214 -1.609
H 1.2322 2.4361 -0.5976 0.883 0.529 1.149
H -0.0566 1.8427 0.3919 1.920 -0.892 0.040

---

11.
21
Properties=species:S:1:pos:R:3:forces:R:3 method="wB97M-V/def2-TZVPD" smiles="CSC[C@](C)([O-])SC(C)=O" total_charge=-1 gap_ev=6.7 lumo_energy_ev=3.25
C -2.6712 2.8070 -0.7932 -0.392 -0.065 0.011
S -2.3552 1.1276 -0.2095 -0.143 -0.012 0.855
C -0.9460 0.6928 -1.2200 0.042 -0.008 -0.185
C -0.1103 -0.5637 -0.7587 -0.365 -0.260 -0.964
C 1.3328 -0.3549 -1.2694 0.204 -0.173 -0.102
O -0.6591 -1.6631 -0.9926 -0.178 -0.671 -0.723
S 0.1487 -0.3894 1.2377 0.180 1.577 1.539
C 0.8277 -1.9207 1.7617 -1.319 -0.337 -1.114
C 2.0444 -1.8075 2.6375 0.545 -0.218 0.308
O 0.2942 -2.9728 1.4536 0.955 0.111 0.651
H -2.9466 3.4055 0.0822 0.053 0.018 -0.245
H -1.7877 3.2389 -1.2710 -0.144 -0.051 0.091
H -3.5163 2.7863 -1.4904 0.234 0.276 -0.027
H -1.3907 0.3875 -2.1768 0.633 0.048 -0.021
H -0.3183 1.5841 -1.3420 -0.116 -0.131 0.044
H 1.6916 0.6651 -1.0944 0.100 -0.204 0.078
H 2.0004 -1.0853 -0.8007 -0.091 0.151 -0.094
H 1.3179 -0.5562 -2.3461 0.005 0.070 -0.027
H 2.7025 -2.6585 2.4558 -0.024 -0.096 -0.010
H 2.5852 -0.8802 2.4414 -0.137 -0.104 0.097
H 1.7561 -1.8425 3.6950 -0.043 0.078 -0.161

---

For the records above, the corresponding ΔE to the lowest compared entry with this formula, charge and spin values read 5.089 5.612 3.140 2.579 3.548 2.589 2.577 4.153 2.655 1.912 2.001 eV.